DFT (ωB97M-V/def2-TZVPD) results for a 2-piece molecular cluster, C35H46N2O4 overall at a distorted geometry.

Each line ends with the Mulliken charge.
Element x y z (Å)
C -1.61138 -3.55753 4.86965  -1.117
C -2.65359 -2.52982 4.49128  -0.275
O -2.07943 -1.32763 4.04343  -0.203
C -3.06813 -0.45419 3.67456  0.749
C -2.72388 0.86629 3.22096  -0.146
C -3.83763 1.80770 2.86187  0.557
C -4.56947 2.24208 4.12543  -1.437
C -4.79839 1.19854 1.84258  -1.548
C -1.39157 1.40056 3.27572  0.413
O -0.40435 0.69296 3.46039  -0.773
O -1.31203 2.77072 3.14517  -0.355
C -0.00521 3.22054 3.41412  -0.152
C 0.35838 3.09939 4.87935  -1.131
O -4.25665 -0.76614 3.74876  -0.756
H -2.05637 -4.46711 5.27554  0.414
H -1.01365 -3.83304 4.00202  0.134
H -0.92871 -3.15057 5.61520  0.286
H -3.30932 -2.88930 3.68694  0.325
H -3.30543 -2.27790 5.33862  0.292
H -3.36688 2.69393 2.39950  0.331
H -3.89767 2.75189 4.81680  0.333
H -5.40618 2.90205 3.89836  0.411
H -4.96208 1.36370 4.63724  0.228
H -4.28031 0.88211 0.93701  0.251
H -5.27749 0.31753 2.26803  0.248
H -5.58484 1.90142 1.56800  0.456
H 0.67154 2.63330 2.77746  0.207
H 0.05198 4.26429 3.07950  0.348
H 1.39244 3.39367 5.06985  0.379
H -0.29305 3.72119 5.49461  0.311
H 0.22692 2.06769 5.20914  0.269
C 3.06150 -3.93642 2.87930  -0.896
C 4.45294 -3.67022 2.31163  -0.616
N 4.39779 -3.09180 0.95629  0.019
C 5.56963 -3.36080 0.09154  -0.649
C 5.24265 -3.15367 -1.38614  -0.833
C 4.57052 -1.79166 -1.60754  -0.710
C 3.39796 -1.59134 -0.68911  0.235
C 3.35199 -2.25320 0.55932  0.701
C 2.24132 -2.03170 1.40784  -0.180
C 1.20998 -1.22185 0.99298  -0.600
C 1.18685 -0.63920 -0.29136  -0.027
C 0.01051 0.01916 -0.73426  -0.706
C -0.31010 0.43210 -2.05196  -0.165
C -1.39784 1.31085 -2.25711  -1.097
C -1.68042 1.84786 -3.49146  0.465
C -0.87920 1.51626 -4.60798  0.375
N -1.10437 2.11191 -5.85439  0.018
C -2.25236 3.00659 -6.09586  -0.613
C -2.67220 3.75946 -4.83662  -0.847
C -2.82089 2.81529 -3.63305  -0.907
C -0.21851 1.87550 -7.01764  -0.628
C 1.16648 1.39800 -6.58559  -0.831
C 1.04363 0.22015 -5.60851  -0.728
C 0.16206 0.57397 -4.44430  0.230
C 0.40267 0.02852 -3.20480  -1.350
C 2.35441 -0.78751 -1.07762  -1.172
C 2.14698 -2.70816 2.74487  -0.255
H 2.61343 -4.78864 2.35225  0.313
H 3.13426 -4.24691 3.93028  0.405
H 5.00514 -2.97054 2.94676  0.266
H 5.04543 -4.59108 2.28277  0.422
H 6.38390 -2.69673 0.40295  0.286
H 5.91626 -4.38582 0.27121  0.413
H 6.13901 -3.25982 -2.01401  0.377
H 4.55617 -3.94726 -1.70656  0.319
H 5.29117 -0.98055 -1.44865  0.294
H 4.23535 -1.69270 -2.64822  0.326
H 0.40121 -1.01507 1.67429  0.485
H -0.73265 0.21176 0.02309  0.699
H -2.01542 1.56932 -1.41588  0.784
H -1.99532 3.70649 -6.89829  0.418
H -3.07570 2.39458 -6.47757  0.260
H -1.92458 4.52979 -4.60857  0.307
H -3.60938 4.30381 -5.01569  0.375
H -3.75710 2.24915 -3.71190  0.332
H -2.90590 3.39873 -2.70693  0.437
H -0.69624 1.13111 -7.66419  0.286
H -0.14396 2.80007 -7.60324  0.409
H 1.79392 1.13913 -7.45064  0.386
H 1.67840 2.22614 -6.07935  0.319
H 0.63643 -0.65923 -6.12150  0.292
H 2.03242 -0.08172 -5.23994  0.323
H 1.10895 -0.77836 -3.13431  1.422
H 2.46941 -0.20292 -1.97216  1.460
H 1.10191 -3.00227 2.90777  -0.049
H 2.37193 -1.97683 3.53065  0.351

Summary:
relative energy (zero: lowest compared OMol25 entry of this formula, charge and spin): 20.05 kcal/mol
F_max: 3.08 eV/A
HOMO energy: -5.16 eV
energy: -48210.68441 eV